1.
DFT (wB97M-V/def2-TZVPD) results for C66H49F9O12V2 as an isolated structure at a distorted geometry.

Results
Net charge = -2
HOMO-LUMO gap = 0.256 hartree
HOMO = -3.46 eV
Electronic energy = -169640.5057 eV

Last column: Mulliken charge in e.
Cartesian coordinates (Å):
O  0.33832  1.07524  -0.14384  -0.8674
V  0.67596  -0.33081  -0.85388  0.7976
O  -0.61410  -0.72429  -1.63906  -0.0128
O  4.23725  -1.02597  -3.01654  -0.5391
V  4.19463  0.39353  -2.35341  1.1080
O  5.66269  0.80427  -1.91625  -0.6061
C  2.20087  2.73161  -5.38992  -0.8564
C  0.92257  2.77485  -5.86231  0.0080
C  -0.20242  2.00154  -5.15437  0.4818
O  -1.43114  2.09993  -5.57172  -0.7714
C  0.01381  1.22323  -4.08947  -0.9273
C  1.41062  1.08958  -3.54513  0.4644
C  2.59755  1.86381  -4.34523  0.6805
O  3.77155  1.68520  -3.95221  -0.9252
O  1.71727  0.40032  -2.54005  1.2814
O  0.74176  3.62523  -6.85357  -0.7456
H  2.98883  3.31110  -5.84785  0.4503
H  -0.72685  0.71161  -3.49276  0.4863
C  4.70317  -2.08943  0.42052  -0.6743
C  4.98947  -3.33264  1.11630  0.1658
C  3.75772  -4.10113  1.78030  0.6654
O  3.98726  -5.14169  2.42616  -0.7622
C  2.47834  -3.52372  1.64177  -0.3218
C  2.27357  -2.43317  0.89682  0.8799
C  3.41971  -1.63003  0.28648  -0.3483
O  3.40888  -0.42658  -0.26867  -0.1883
O  1.06455  -2.02557  0.79608  -0.9529
O  6.10064  -3.86184  1.25880  -0.7172
H  5.57703  -1.54006  0.10276  0.4330
H  1.61127  -4.07112  1.98080  -0.1850
F  4.90487  -2.70713  5.76006  -0.3478
C  5.05445  -1.60928  4.93285  0.2585
C  6.29640  -1.10089  4.53404  -0.5532
C  6.33146  -0.06437  3.66119  -0.4856
C  5.14622  0.41254  3.04102  -0.5498
C  3.89626  -0.15298  3.39353  0.1077
C  3.82303  -1.14691  4.34804  -0.2389
H  7.17311  -1.56601  4.96000  0.4090
H  7.26093  0.40173  3.36925  0.3778
H  5.19257  1.29842  2.42500  0.4254
H  2.98475  0.18992  2.92667  0.0485
H  2.87687  -1.63076  4.54059  0.5508
F  -2.72240  6.58284  3.08740  -0.3568
C  -2.08597  5.38799  2.94154  0.4323
C  -1.37486  4.93410  4.03418  -0.8053
C  -0.58226  3.79823  3.88792  -0.8662
C  -0.50622  3.21567  2.58016  -0.2694
C  -1.08317  3.79976  1.47559  0.3888
C  -2.02857  4.81393  1.66074  -0.4843
H  -1.34729  5.47935  4.96603  0.4140
H  0.06437  3.44434  4.67724  0.4543
H  0.25451  2.45345  2.49825  0.4365
H  -1.01732  3.30129  0.51977  0.3351
H  -2.68544  5.13711  0.86671  0.3219
F  1.76516  -2.18607  -2.06088  0.8467
C  1.49160  -3.22238  -2.88228  0.3239
C  1.99467  -3.19204  -4.21544  -0.7234
C  1.67111  -4.20098  -5.02915  -0.5438
C  0.83942  -5.21260  -4.59818  -0.7851
C  0.42776  -5.26302  -3.25116  -0.2856
C  0.67802  -4.25560  -2.42802  -0.7181
H  2.59026  -2.37623  -4.59770  0.3689
H  2.08230  -4.19288  -6.02778  0.3971
H  0.62421  -5.94517  -5.36200  0.3624
H  -0.19285  -6.09551  -2.95420  0.4329
H  0.25756  -4.27014  -1.43333  0.5139
F  -5.33135  0.13700  -4.34714  -0.4345
C  -4.39006  -0.77647  -4.05654  0.1859
C  -4.40614  -1.39683  -2.84567  -0.4033
C  -3.39622  -2.30149  -2.54082  -0.3377
C  -2.39302  -2.56671  -3.42299  -0.1342
C  -2.32139  -1.94387  -4.64275  -0.3968
C  -3.34274  -0.98154  -4.99522  -0.4032
H  -5.25278  -1.25550  -2.19021  0.5270
H  -3.37001  -2.80817  -1.58742  0.3203
H  -1.61426  -3.26986  -3.16707  0.2989
H  -1.48869  -2.02870  -5.32525  0.4114
H  -3.41074  -0.46773  -5.94273  0.3591
F  -1.04012  5.51228  -1.86096  -0.3056
C  -2.20250  4.82100  -2.12990  -0.5223
C  -2.15868  3.52584  -2.66080  0.4356
C  -3.38990  2.95714  -3.02940  -0.4571
C  -4.60004  3.52199  -2.61660  -0.3874
C  -4.61350  4.69058  -1.91144  -0.5750
C  -3.43594  5.34732  -1.74308  -0.2288
H  -1.19323  3.05186  -2.75904  0.3860
H  -3.35974  2.01065  -3.54868  0.5047
H  -5.54111  3.00018  -2.70890  0.3450
H  -5.56459  5.04155  -1.53908  0.4031
H  -3.48913  6.28307  -1.20647  0.4244
F  0.07584  -8.06358  1.77616  -0.3141
C  -0.76678  -7.19485  1.20702  0.2153
C  -0.69027  -5.83933  1.50241  -0.4948
C  -1.54646  -4.87238  0.88648  -0.1875
C  -2.57500  -5.38720  0.04878  -0.3490
C  -2.66559  -6.76265  -0.20650  -0.6112
C  -1.77210  -7.66537  0.36383  -0.3911
H  0.04890  -5.49613  2.21109  0.3962
H  -1.54980  -3.81674  1.11452  0.5824
H  -3.35665  -4.72285  -0.28894  0.4007
H  -3.42160  -7.08371  -0.90777  0.3883
H  -1.85427  -8.71528  0.12439  0.3970
F  -3.52400  -1.70683  5.64344  -0.3494
C  -2.34596  -1.01529  5.58053  0.4008
C  -1.62609  -0.94309  4.37822  -1.0399
C  -0.39084  -0.31025  4.35297  0.2486
C  0.06400  0.33903  5.51885  -0.5383
C  -0.75364  0.37086  6.68075  -0.6684
C  -1.93869  -0.35288  6.73429  -0.5073
H  -2.03635  -1.54882  3.58375  0.5609
H  0.28554  -0.43551  3.52036  0.5128
H  1.00749  0.86437  5.53491  0.5950
H  -0.37329  0.76488  7.61160  0.3721
H  -2.58614  -0.51787  7.58281  0.4385
F  3.47826  2.34290  -1.33608  1.0537
C  3.18442  3.38793  -0.54694  -0.4066
C  3.01302  4.66942  -1.05623  -0.7844
C  2.73647  5.73105  -0.24801  -0.5069
C  2.52189  5.52411  1.15602  -0.7655
C  2.60859  4.20727  1.65485  -0.5824
C  3.02653  3.15473  0.84307  -0.0636
H  3.00986  4.77011  -2.13152  0.5097
H  2.59748  6.73773  -0.61364  0.3968
H  2.11592  6.28607  1.80487  0.3860
H  2.38828  3.96280  2.68349  0.5162
H  3.09233  2.18631  1.31660  0.6516
F  -1.60349  0.24598  1.37972  0.1736
C  -2.91273  0.66355  1.18122  -0.2738
C  -3.58773  1.04389  2.32402  -0.2932
C  -4.90165  1.42075  2.17269  -0.8283
C  -5.50183  1.53408  0.90097  -0.9903
C  -4.80043  1.16682  -0.26682  -0.5143
C  -3.48832  0.75849  -0.11192  -0.2263
H  -3.08289  1.06062  3.27862  0.6301
H  -5.56640  1.77636  2.94602  0.3481
H  -6.51048  1.90891  0.99332  0.3707
H  -5.25816  1.17244  -1.24500  0.7802
H  -2.88797  0.50330  -0.97265  0.6513

2.
DFT (wB97M-V/def2-TZVPD) results for C66H52NO7P2S2V as an isolated structure.

Results
Net charge = +1
Expectation value of S² = 0.758
HOMO-LUMO gap (spin up / spin down) = 0.268 / 0.263 hartree
2S+1 = 2
HOMO (spin up / spin down) = -9.54 / -9.39 eV
Electronic energy = -151043.7449 eV

Last column: Mulliken charge in e.
Cartesian coordinates (Å):
V  0.37957  1.00028  0.36700  1.5466
C  -1.23875  -3.93818  5.86934  -1.6698
C  -1.32366  -3.05372  4.65358  0.8878
C  -2.01564  -3.47352  3.51474  -0.9740
C  -2.09764  -2.67147  2.39095  -1.0254
C  -1.48064  -1.42883  2.39787  0.1184
C  -0.78087  -0.99059  3.50903  0.1311
C  -0.70527  -1.80553  4.62956  -1.1371
S  -1.66743  -0.44989  0.91097  2.2586
O  -1.82937  -1.38305  -0.22408  -0.4795
C  -3.31338  0.16688  1.34070  0.4115
C  -3.50378  0.39790  2.73414  -0.8119
C  -4.73845  0.57825  3.26861  -1.2787
C  -5.88052  0.42590  2.46293  1.1828
C  -7.18305  0.39890  3.01713  -1.0675
C  -8.27067  0.22290  2.21361  -0.5960
C  -8.10306  0.07324  0.82113  -0.8931
C  -6.86064  0.12788  0.25484  -0.9984
C  -5.70233  0.30469  1.06145  1.1991
C  -4.37897  0.30634  0.48261  -1.2152
C  -4.38547  0.72638  -0.93994  0.7533
C  -4.71257  2.12514  -1.15002  0.7322
C  -4.64616  3.10141  -0.12384  -0.3639
C  -4.94354  4.41006  -0.37342  -0.8240
C  -5.33510  4.82605  -1.66121  -0.7914
C  -5.39449  3.91399  -2.67759  -1.0134
C  -5.07239  2.55346  -2.45140  0.5951
C  -5.10206  1.60181  -3.51185  -1.2090
C  -4.71012  0.32182  -3.29726  -0.4395
C  -4.31257  -0.10415  -2.00461  0.4945
S  -3.84704  -1.86616  -1.91141  0.8082
O  -4.96458  -2.59557  -2.57863  -0.7891
C  -2.57311  -1.73735  -3.17013  0.1010
C  -1.69765  -0.67108  -3.27504  0.1054
C  -0.66058  -0.72770  -4.18788  -0.7550
C  -0.47824  -1.83292  -5.00286  1.2633
C  0.65001  -1.88409  -5.99558  -1.7612
C  -1.37277  -2.89649  -4.89304  -0.7073
C  -2.41261  -2.85976  -3.97831  -0.8271
H  -2.17607  -4.46923  6.03593  0.4129
H  -1.00729  -3.36218  6.76488  0.3847
H  -0.45599  -4.69079  5.74463  0.2921
H  -2.50160  -4.44212  3.51215  0.4482
H  -2.62575  -3.00317  1.50229  0.5478
H  -0.32674  -0.01063  3.51682  0.1836
H  -0.16595  -1.45760  5.50540  0.4387
H  -2.63485  0.47112  3.38305  0.2059
H  -4.85197  0.80574  4.32334  0.4765
H  -7.29594  0.50369  4.09013  0.4507
H  -9.26493  0.18699  2.64215  0.4102
H  -8.96861  -0.09329  0.19272  0.4608
H  -6.75638  0.00122  -0.81361  0.4742
H  -4.33391  2.81996  0.87458  0.3448
H  -4.87494  5.13652  0.42713  0.4922
H  -5.58570  5.86365  -1.84318  0.3937
H  -5.68711  4.21619  -3.67660  0.4570
H  -5.44389  1.91656  -4.49199  0.4238
H  -4.73305  -0.41874  -4.08774  0.6135
H  -1.83417  0.21290  -2.66595  0.2230
H  0.02452  0.10682  -4.26038  0.1796
H  1.33934  -1.05222  -5.85147  0.3123
H  0.27560  -1.83550  -7.02162  0.4268
H  1.21103  -2.81434  -5.89550  0.3595
H  -1.25034  -3.76802  -5.52664  0.4304
H  -3.10930  -3.68671  -3.88783  0.5002
O  1.97254  2.34462  -0.07748  -1.0094
P  3.37997  2.29794  0.45378  0.1274
C  3.31109  2.11281  2.27217  -1.0496
P  1.66115  2.59437  2.87769  0.5660
O  0.60109  1.67990  2.30656  0.3860
C  1.37959  4.30999  2.46470  0.8682
C  0.08281  4.71101  2.15544  -0.9376
C  -0.17451  6.03842  1.85472  -0.9104
C  0.85783  6.96627  1.87953  -0.6366
C  2.15005  6.57328  2.20958  -0.6075
C  2.41522  5.24559  2.50378  -0.7235
C  1.71059  2.44848  4.66114  0.5590
C  2.24740  1.29734  5.24212  -0.3327
C  2.15546  1.09926  6.60967  -0.7256
C  1.52241  2.04837  7.40525  -0.6250
C  0.98833  3.19467  6.83407  -0.8349
C  1.07743  3.39605  5.46381  -0.7865
C  4.32213  0.92822  -0.20537  1.0201
C  5.26197  0.21312  0.53057  -0.2683
C  5.95978  -0.82427  -0.06963  -0.8022
C  5.72063  -1.14479  -1.39968  -0.5554
C  4.78588  -0.43085  -2.13805  -0.5898
C  4.08711  0.60982  -1.54471  -0.7609
C  4.23313  3.82278  0.07301  0.8091
C  5.55385  4.02366  0.47428  -0.5570
C  6.19144  5.21149  0.16102  -0.7769
C  5.51630  6.19017  -0.56234  -0.5413
C  4.20715  5.98404  -0.97328  -0.7663
C  3.55901  4.79904  -0.65488  -0.0703
H  4.08452  2.68742  2.78367  0.9719
H  3.44391  1.05741  2.51854  0.5307
H  -0.71996  3.98463  2.14389  0.5784
H  -1.17984  6.34499  1.59615  0.5227
H  0.65515  8.00262  1.64247  0.4238
H  2.95169  7.30012  2.23193  0.4722
H  3.42667  4.95247  2.76076  0.3481
H  2.75016  0.55190  4.63387  0.1558
H  2.57518  0.20678  7.05650  0.4893
H  1.44769  1.89231  8.47378  0.4157
H  0.50026  3.93524  7.45457  0.4527
H  0.65809  4.29285  5.02450  0.3913
H  5.46249  0.45879  1.56829  0.3772
H  6.68688  -1.38657  0.50224  0.4468
H  6.26279  -1.96000  -1.86192  0.4444
H  4.58161  -0.69288  -3.16777  0.4289
H  3.33690  1.14801  -2.11010  0.3641
H  6.09125  3.25358  1.01935  0.4251
H  7.21682  5.37270  0.46776  0.4379
H  6.02031  7.11495  -0.81216  0.4289
H  3.68835  6.74564  -1.54108  0.4563
H  2.53507  4.62584  -0.96159  0.3678
O  1.57650  -1.45242  -2.57729  -0.6723
C  1.29529  -0.93072  -1.52378  0.3731
O  0.56121  0.13522  -1.36352  -0.5983
C  1.86034  -1.50714  -0.23888  0.5358
C  2.56214  -2.69777  -0.24080  -0.6877
C  3.04856  -3.18354  0.95903  -1.0407
C  2.81444  -2.46040  2.12095  -1.4402
C  2.11022  -1.27775  2.03369  -0.8309
N  1.64635  -0.79587  0.87713  1.6360
H  2.69748  -3.21078  -1.18344  0.6344
H  3.59516  -4.11765  0.99351  0.5027
H  3.16087  -2.81083  3.08404  0.6085
H  1.88968  -0.69893  2.91380  0.7893
O  -1.42756  3.39751  -0.62175  -0.4211
C  -0.80622  2.53710  -0.22685  0.9086